16
Properties=species:S:1:pos:R:3:forces:R:3:nbo_charge:R:1 method="wB97M-V/def2-TZVPD" gap_ha=0.3040 homo_ev=-4.63 multiplicity=1 total_energy_ev=-19225.9245 e_lumo_ev=3.643 charge=-1
C -0.66693 0.03919 -2.67790 -0.5174 0.2660 -0.3543 -0.606
C -0.47509 0.85866 -1.40057 0.6361 -0.6534 -0.0991 -0.419
C -1.28739 0.30201 -0.23868 0.0872 -0.1800 -0.0122 -0.517
S -0.95048 1.18019 1.32892 0.1648 -0.4966 -0.2457 -0.217
H -0.14802 0.47421 -3.53853 0.0389 0.0423 0.1260 0.192
H -1.72628 -0.02088 -2.95003 -0.0278 0.0091 -0.0381 0.180
H -0.31061 -0.98560 -2.57170 0.0604 0.0251 0.2318 0.218
H 0.57232 0.70194 -1.12866 0.0286 0.2193 0.2443 0.223
H -0.57778 1.93378 -1.54122 -0.3804 0.0413 -0.1033 0.188
H -0.95933 -0.73558 -0.13568 0.0133 0.0076 0.3325 0.245
H -2.36915 0.24781 -0.39968 0.0777 0.3834 -0.1812 0.189
H 0.25250 0.48396 1.45513 -0.0941 0.2640 0.1548 0.239
O 1.81086 -0.32517 1.27883 0.0014 -0.0056 -0.0466 -0.793
C 1.99105 -1.43467 0.70757 -0.0012 0.3481 0.2271 0.637
O 1.15269 -2.23973 0.28413 -0.1488 -0.1433 -0.1878 -0.765
H 3.07130 -1.70018 0.58015 0.0612 -0.1273 -0.0481 0.004

---

13
Properties=species:S:1:pos:R:3:forces:R:3:nbo_charge:R:1 method="wB97M-V/def2-TZVPD" gap_ha=0.3502 homo_ev=-8.72 multiplicity=1 total_energy_ev=-21776.0737 e_lumo_ev=0.811 smiles=OCc1n[nH]cc1Cl
O -1.89375 1.15032 -0.64286 -3.6845 -0.9220 -4.0379 -0.678
C -1.00288 1.20310 0.27741 2.8608 0.0524 6.7977 -0.063
C 0.09606 0.28884 0.10420 -1.5128 -0.8097 -1.9714 0.107
N 1.31208 0.71325 -0.08444 0.9913 1.5792 0.7896 -0.287
N 2.01720 -0.41209 -0.16540 2.2790 2.2799 -0.3292 -0.332
C 1.26476 -1.40162 -0.16631 -5.0911 -9.0875 -0.9604 0.008
C -0.16056 -1.13521 -0.05069 5.3416 3.3865 0.3445 -0.229
Cl -1.71200 -1.81422 -0.03410 0.4428 -0.7476 0.1086 0.075
H -2.71950 1.42767 -0.28018 -1.0260 0.2871 -0.0206 0.477
H -1.22954 0.75969 1.37101 -1.0107 1.1176 -1.6468 0.139
H -0.71397 2.20948 0.47553 0.8905 0.9224 0.3024 0.169
H 2.97982 -0.62987 -0.37899 0.2024 1.5480 0.1021 0.416
H 1.76228 -2.35933 -0.42519 -0.6833 0.3936 0.5213 0.199

---

17
Properties=species:S:1:pos:R:3:forces:R:3:nbo_charge:R:1 method="wB97M-V/def2-TZVPD" gap_ha=0.4633 homo_ev=-15.84 multiplicity=1 total_energy_ev=-6836.5461 e_lumo_ev=-3.229 charge=+1
C -0.35395 -1.62704 0.59912 0.1419 0.2196 0.0086 -0.657
C 0.13486 -0.39613 -0.17483 -0.9234 0.1453 0.7961 -0.021
C 0.92038 -0.55064 -1.47287 -1.8337 -2.1047 0.6204 -0.653
N -1.07836 0.54639 -0.51484 1.6685 0.3786 0.0835 -0.697
H -0.06909 -2.50912 0.05249 0.0851 -0.5341 0.1249 0.240
H 0.10981 -1.57118 1.57199 0.5401 -0.4858 0.1724 0.246
H -1.39974 -1.72682 0.89756 -0.2542 0.4004 -0.6931 0.232
H 0.73256 0.17199 0.52906 -0.0912 0.3223 -0.1537 0.237
H 0.26191 -0.89876 -2.27956 -0.2024 0.7752 -0.1516 0.226
H 1.53811 -1.44471 -1.44828 0.9069 0.5357 0.4886 0.267
H 1.36458 0.39475 -1.59976 1.1273 0.7363 -0.9801 0.230
H -1.06985 1.42223 0.01444 0.2192 -0.1484 0.4920 0.458
H -0.84148 0.83491 -1.46390 -1.0195 -0.0963 -0.2905 0.441
H -1.97246 0.09083 -0.38424 -0.2134 -0.1398 -0.4682 0.443
H 1.35873 2.46928 1.74494 -0.1899 0.1006 0.0963 0.499
H -0.06134 2.48275 2.37236 0.2807 0.1031 -0.0170 0.494
O 0.42533 2.31125 1.55632 -0.2419 -0.2082 -0.1288 -0.985

---

126
Properties=species:S:1:pos:R:3:forces:R:3:lowdin_charge:R:1 method="wB97M-V/def2-TZVPD" gap_ha="0.3656 / 0.3500" homo_ev="-12.31 / -12.31" multiplicity=5 total_energy_ev=-207675.1404 e_lumo_ev="-2.362 / -2.787" charge=+1
Fe 7.62286 -13.24413 -11.62553 0.2543 0.5269 -0.3128 0.970
B 5.28452 -12.51459 -12.55240 -1.0345 1.5333 -0.8848 -1.470
F 5.94817 -13.67053 -12.83136 0.2092 -2.6442 -1.3916 0.138
F 5.84808 -12.16801 -11.36100 1.6670 1.6510 2.7308 0.134
F 5.54077 -11.57515 -13.52971 -0.0329 0.2235 -0.3880 0.173
F 3.97963 -12.64753 -12.26895 -2.1223 -0.6245 -0.4791 0.213
O 8.05073 -15.29481 -12.40899 0.3508 -2.5877 -1.4130 -0.358
S 8.06881 -16.55898 -13.19089 -0.9060 -0.0469 0.3663 0.775
O 7.65844 -17.79654 -12.49697 1.2076 2.4642 -1.3931 -0.285
O 7.00542 -16.34265 -14.46198 2.3988 1.6265 2.8927 -0.263
C 6.64777 -17.46286 -15.18530 -1.3519 -1.2117 -2.1583 -0.316
C 5.44647 -17.00438 -16.02533 0.6351 -0.5521 0.3539 -0.037
C 9.72533 -16.65630 -14.09054 -1.2682 0.0551 1.1627 -0.036
H 6.35467 -18.28973 -14.53840 0.1305 0.0235 0.0101 0.121
H 7.37677 -17.80245 -15.92105 0.7638 0.0707 0.4389 0.122
H 5.29897 -17.73170 -16.82368 -0.6503 -0.3553 0.4339 0.090
H 5.65356 -16.10296 -16.60209 0.0120 0.3037 0.5323 0.069
H 4.66366 -16.89907 -15.27418 -0.6046 0.2051 -0.8319 0.079
H 9.67796 -17.39809 -14.88779 -0.2040 0.1092 0.1357 0.074
H 10.44369 -16.95023 -13.32526 -0.0711 -0.0153 -0.0368 0.076
H 9.92258 -15.64265 -14.43941 -0.1302 -0.0807 -0.0903 0.050
O -0.02909 -13.61589 -7.77274 0.8951 1.4612 -1.5428 -0.308
S 0.79621 -12.50305 -8.24548 -0.3416 2.7786 -0.8995 0.720
O 0.25429 -11.16791 -8.70967 1.3501 -4.3713 1.3875 -0.322
O 1.74510 -12.14659 -6.98119 -0.4303 -0.4073 -0.3385 -0.283
C 2.10204 -13.23448 -6.08913 0.9575 0.8646 1.5655 -0.241
C 2.76718 -12.56897 -4.83409 0.0885 0.3361 -1.3446 -0.052
C 2.15955 -12.98726 -9.49035 -0.5637 -0.0191 1.8552 -0.075
H 2.93534 -13.78120 -6.53052 -0.4285 -0.4557 -0.3914 0.094
H 1.27463 -13.87909 -5.79252 -0.1003 0.2698 -0.4965 0.112
H 2.37052 -11.58654 -4.57798 -0.6494 -0.3054 0.0988 0.079
H 3.76360 -12.30697 -5.18988 0.3675 -0.2061 0.4418 0.057
H 2.80480 -13.22738 -3.96623 0.0036 0.0300 -0.1724 0.077
H 2.57992 -13.90018 -9.06847 -0.5416 -0.3287 -0.4693 0.025
H 2.98761 -12.29673 -9.33038 -0.4665 0.5681 -0.1763 0.041
H 1.84892 -13.03223 -10.53418 -0.2270 -0.1124 0.3698 0.066
O 9.69160 -13.43263 -15.77192 -1.4077 1.1212 0.6317 -0.269
S 8.52196 -12.78569 -15.19249 -1.7276 -1.4381 0.5359 0.701
O 8.18833 -13.10440 -13.79372 1.1114 0.7109 -2.1154 -0.351
O 8.55640 -11.21048 -15.27420 -0.1975 -0.6862 0.6897 -0.243
C 9.30730 -10.54771 -16.28382 0.4516 0.8410 -1.9768 -0.256
C 8.61283 -9.29291 -16.75825 -0.7648 0.4947 0.7096 -0.056
C 6.99255 -13.26364 -16.20573 1.3692 -0.6249 0.6672 -0.036
H 9.39880 -11.16380 -17.17834 0.4626 -0.4849 0.3572 0.122
H 10.26996 -10.21915 -15.89214 0.1344 -0.6743 0.0622 0.131
H 8.62988 -8.59214 -15.92354 -0.1934 0.3508 -0.2649 0.062
H 7.57351 -9.43806 -17.05295 -0.0113 -0.2617 0.1288 0.074
H 9.08167 -8.82771 -17.62537 0.4224 -0.2150 0.1850 0.096
H 7.22861 -13.15132 -17.26392 -0.0683 0.4305 0.1381 0.073
H 6.03051 -12.87500 -15.87174 0.5165 0.7748 0.1302 0.077
H 6.90684 -14.33529 -16.02594 0.3571 -0.0760 0.1324 0.028
O 8.50881 -10.38776 -7.94865 0.6697 -4.1185 -1.7462 -0.289
S 8.61299 -11.82096 -8.39685 -0.6456 0.8736 2.4312 0.810
O 7.98737 -12.24969 -9.68481 2.2145 0.6385 2.2019 -0.364
O 10.19013 -12.41557 -8.24641 -2.2807 0.3727 -2.3075 -0.256
C 10.93679 -12.17089 -7.03177 -3.1358 0.5676 1.2964 -0.304
C 12.37368 -12.30527 -7.15454 1.4953 0.1039 -0.5516 -0.060
C 7.78588 -12.87072 -7.04723 0.9617 1.3988 -1.3490 -0.047
H 10.51057 -12.84476 -6.28858 0.2109 -0.3031 0.0718 0.109
H 10.60711 -11.17830 -6.72489 0.5046 0.2300 0.2420 0.122
H 12.70713 -13.19959 -7.68095 -0.1943 0.0715 -0.2092 0.095
H 12.78516 -12.40644 -6.15027 0.0419 0.2978 0.0312 0.099
H 12.74668 -11.39994 -7.63343 0.4769 -0.2589 -0.0303 0.097
H 8.47762 -12.77574 -6.21022 -0.2080 -0.2829 -0.0223 0.053
H 7.68627 -13.87409 -7.46124 0.0258 0.1800 0.2411 0.051
H 6.84365 -12.37498 -6.81364 0.0183 -0.1889 -0.2144 0.071
O 9.98833 -9.57663 -10.84550 -1.6467 -0.5988 -1.6058 -0.281
S 8.76745 -9.71499 -11.64043 -0.9196 0.5372 0.9212 0.754
O 8.24108 -11.03813 -12.05954 1.3155 2.2038 0.4449 -0.351
O 7.52472 -9.07472 -10.74289 1.1752 -1.6758 -0.9639 -0.270
C 7.77936 -7.98373 -9.84031 0.1807 1.7139 0.0639 -0.266
C 6.69456 -6.95236 -10.10748 0.1179 -0.4529 0.1996 -0.046
C 8.78612 -8.54720 -13.13073 -0.7422 -0.5751 1.2867 -0.046
H 8.76775 -7.57482 -10.05004 0.0248 0.0407 -0.1034 0.115
H 7.77444 -8.18218 -8.76854 0.0169 -1.1663 -0.2559 0.108
H 6.64750 -6.84292 -11.19095 -0.3413 0.6169 0.1683 0.053
H 6.89067 -6.03611 -9.55057 0.3088 0.1950 -0.4157 0.096
H 5.74471 -7.28810 -9.69137 -0.1074 -0.2120 -0.3332 0.066
H 8.50133 -7.56284 -12.75924 0.4436 0.0601 0.3578 0.049
H 7.93266 -8.80025 -13.75974 0.2723 -0.5622 -0.0689 0.052
H 9.75355 -8.53186 -13.63269 -0.1293 -0.2843 0.2192 0.078
O 6.76205 -5.80523 -13.33732 -0.1643 -0.2645 -1.0324 -0.317
S 5.65226 -5.45357 -14.19238 -3.5800 1.9622 -0.4122 0.713
O 5.68374 -4.29822 -15.11073 0.6499 -2.9861 1.3985 -0.298
O 5.05704 -6.76923 -15.04970 1.8594 2.3791 0.1268 -0.249
C 4.77865 -7.97011 -14.39412 -0.9944 -2.3713 -0.1820 -0.307
C 4.81427 -9.14897 -15.39463 0.3557 0.5821 0.3483 -0.042
C 4.15904 -5.18181 -13.08878 1.1953 -0.9490 -0.1983 -0.083
H 3.74524 -7.99555 -14.04841 0.0223 0.6040 0.2791 0.092
H 5.39443 -8.23628 -13.53502 0.4036 0.5392 0.0673 0.114
H 5.82032 -9.40301 -15.72842 0.0601 0.1361 0.0044 0.047
H 4.20312 -8.91140 -16.26534 -0.0593 -0.1055 0.0530 0.087
H 4.43457 -10.01765 -14.85674 -0.1255 -0.0043 -0.2016 0.060
H 3.24029 -5.58071 -13.51877 0.2626 0.2865 -0.4594 0.065
H 4.06491 -4.13341 -12.80577 0.2746 -0.1597 -0.1580 0.074
H 4.36443 -5.84232 -12.24639 -0.0252 0.3585 0.2256 0.030
O 0.70090 -8.14477 -10.75382 3.2232 -1.6898 -0.8549 -0.287
S 2.00331 -8.63492 -11.26605 -1.9094 1.2244 0.7869 0.717
O 2.84900 -7.62195 -11.90406 -0.5687 -1.7343 0.6621 -0.331
O 2.85105 -9.32783 -10.01714 -2.5967 1.1286 -0.8406 -0.240
C 4.17422 -9.70464 -10.25445 1.5598 -0.7067 -0.3520 -0.290
C 4.87347 -10.01697 -8.92790 0.2188 0.4187 0.2504 -0.029
C 1.68625 -10.06332 -12.41777 0.1588 0.9455 1.1802 -0.068
H 4.69089 -8.90457 -10.78458 0.1689 0.1014 0.1459 0.094
H 4.19974 -10.56128 -10.92795 -0.0617 -0.1976 0.1329 0.091
H 5.87374 -10.43111 -9.05455 -0.0249 0.0196 -0.5502 0.053
H 4.37169 -10.69869 -8.24119 -0.5229 -0.0511 -0.3314 0.073
H 5.02631 -9.09353 -8.36931 -0.1481 0.1274 0.0620 0.082
H 1.10034 -9.64581 -13.23662 0.3281 0.0478 -0.0534 0.074
H 1.05982 -10.77181 -11.87580 0.1103 0.1177 0.1627 0.064
H 2.63888 -10.51524 -12.69409 -0.1139 0.1357 -0.1747 0.044
O 6.46149 -14.58280 -10.39520 -2.3875 -1.4016 3.1908 -0.357
S 5.42745 -14.93964 -9.35215 -0.1209 -1.9622 -1.2659 0.765
O 5.02671 -13.99051 -8.35060 0.4197 -0.3499 -0.9233 -0.270
O 4.05321 -15.45605 -10.12262 2.6346 0.9324 1.2547 -0.272
C 4.25510 -16.47600 -11.13257 -1.4694 0.0524 -1.0308 -0.231
C 2.99881 -16.28749 -12.01849 0.6122 -0.1710 -0.2564 -0.030
C 5.89980 -16.59490 -8.47288 0.3360 1.6168 -0.8743 -0.037
H 4.31949 -17.47106 -10.69234 -0.2021 0.0745 0.2859 0.119
H 5.16602 -16.33244 -11.71371 0.0051 0.4561 0.1063 0.099
H 3.15906 -16.75840 -12.98837 -0.0131 -0.1141 -0.0053 0.070
H 2.86107 -15.22154 -12.19982 0.1256 0.0079 -0.0103 0.075
H 2.06380 -16.67347 -11.61244 0.2706 -0.1095 0.3059 0.087
H 6.71872 -16.27553 -7.82832 0.2346 -0.2983 -0.2517 0.054
H 6.17269 -17.29797 -9.25985 0.3498 0.2166 0.1149 0.059
H 5.13615 -17.04693 -7.83994 -0.4973 0.6938 -0.3013 0.081

---

9
Properties=species:S:1:pos:R:3:forces:R:3:nbo_charge:R:1 method="wB97M-V/def2-TZVPD" gap_ha=0.3642 homo_ev=-8.92 multiplicity=1 total_energy_ev=-6154.8183 e_lumo_ev=0.984 smiles=c1c[nH]cn1
C -0.04271 -0.67216 1.06515 0.2165 -2.9666 -0.5425 -0.104
C 0.83400 0.26625 0.60094 -0.8413 1.5282 -2.0275 -0.119
N 0.24104 0.82738 -0.64506 -2.5094 -5.7918 4.8098 -0.550
C -0.84666 -0.03476 -0.84176 0.2209 -1.0942 1.3327 0.176
N -1.00569 -1.03184 0.09638 0.6470 4.5696 -1.3500 -0.460
H -0.01960 -1.46150 1.90896 0.5704 2.0483 -1.1954 0.230
H 1.83519 0.57959 0.83053 -0.1331 0.1222 0.5976 0.222
H 0.55122 1.37658 -1.35725 1.4674 1.8936 -1.7857 0.411
H -1.54679 0.15047 -1.65789 0.3614 -0.3095 0.1610 0.194

---

These records have ΔE to the lowest compared entry with this formula, charge and spin values of 5.2, 77.6, 20.0, 90.8, 25.0 kcal per mole, in the order they appear.